# 1
{
  "formula": "C23H47F5IO9P",
  "method": "the ωB97M-V functional and the def2-TZVPD basis",
  "symbols": ["C", "C", "P", "C", "O", "C", "C", "O", "C", "C", "C", "C", "O", "I", "C", "F", "F", "C", "F", "F", "F", "H", "H", "H", "H", "H", "H", "H", "H", "H", "H", "H", "H", "H", "H", "H", "H", "H", "C", "O", "C", "C", "O", "C", "H", "H", "H", "H", "H", "H", "H", "H", "H", "H", "C", "O", "C", "C", "O", "C", "H", "H", "H", "H", "H", "H", "H", "H", "H", "H", "C", "O", "C", "C", "O", "C", "H", "H", "H", "H", "H", "H", "H", "H", "H", "H"],
  "positions_angstrom": [[1.637, 3.247, -4.222], [0.909, 3.038, -3.091], [-0.662, 2.115, -2.863], [0.282, 0.500, -3.261], [1.060, 0.161, -2.126], [1.608, -1.142, -2.233], [0.602, -2.241, -1.888], [0.986, -2.895, -0.702], [-0.110, -3.510, -0.049], [-0.784, -4.603, -0.883], [-1.972, 1.650, -4.125], [-1.520, 1.156, -5.478], [-1.599, 0.013, -5.792], [-0.783, 2.523, -6.968], [-1.676, 3.651, -2.246], [-2.862, 3.213, -1.725], [-0.971, 4.153, -1.183], [-1.925, 4.832, -3.231], [-1.385, 4.619, -4.436], [-3.253, 4.987, -3.416], [-1.473, 5.989, -2.742], [1.241, 3.872, -5.016], [2.631, 2.838, -4.384], [1.299, 3.431, -2.154], [-0.859, 1.581, -1.562], [-0.486, -0.277, -3.369], [0.923, 0.547, -4.145], [2.427, -1.212, -1.520], [2.007, -1.298, -3.238], [-0.370, -1.753, -1.731], [0.484, -2.919, -2.738], [-0.826, -2.738, 0.252], [0.259, -3.952, 0.874], [-1.694, -4.230, -1.350], [-1.011, -5.484, -0.290], [-0.113, -4.915, -1.681], [-2.539, 0.825, -3.696], [-2.693, 2.449, -4.297], [3.217, 1.511, -0.489], [4.191, 0.613, -0.996], [5.280, 1.265, -1.627], [6.507, 1.279, -0.746], [6.328, 2.116, 0.385], [6.078, 1.399, 1.579], [2.499, 0.930, 0.086], [3.668, 2.264, 0.163], [2.689, 1.997, -1.310], [5.008, 2.286, -1.913], [5.509, 0.705, -2.540], [7.349, 1.683, -1.318], [6.763, 0.260, -0.439], [6.973, 0.853, 1.897], [5.248, 0.697, 1.460], [5.819, 2.123, 2.349], [-0.500, -4.069, 5.025], [0.480, -3.875, 4.022], [1.139, -2.620, 4.132], [2.523, -2.778, 4.718], [2.471, -3.162, 6.083], [2.763, -4.530, 6.292], [-0.849, -5.098, 4.949], [-0.089, -3.908, 6.025], [-1.351, -3.398, 4.869], [0.548, -1.920, 4.728], [1.229, -2.211, 3.120], [3.036, -1.812, 4.674], [3.102, -3.497, 4.132], [3.819, -4.736, 6.084], [2.139, -5.174, 5.666], [2.563, -4.753, 7.338], [-4.318, 2.156, 0.722], [-4.361, 1.232, 1.796], [-5.338, 1.551, 2.773], [-6.556, 0.666, 2.649], [-7.282, 0.939, 1.461], [-7.082, -0.027, 0.448], [-3.645, 1.755, -0.030], [-5.305, 2.297, 0.274], [-3.929, 3.122, 1.061], [-5.627, 2.604, 2.705], [-4.881, 1.387, 3.754], [-7.226, 0.867, 3.492], [-6.264, -0.388, 2.692], [-7.542, -0.981, 0.726], [-6.019, -0.182, 0.245], [-7.563, 0.342, -0.457]],
  "atomic_forces_ev_per_a": [[-0.60, 0.29, 0.18], [-0.02, 0.88, -0.35], [0.19, 0.17, -0.71], [-0.01, -0.32, 0.78], [0.01, 0.34, -0.22], [0.09, -0.42, 0.20], [-0.23, 0.60, -0.14], [0.07, -0.08, 0.01], [-0.10, -0.38, 0.23], [0.07, 0.31, -0.19], [-0.34, 0.70, -0.30], [-0.03, -0.84, 0.09], [0.07, 0.15, -0.02], [-0.10, 0.12, 0.09], [0.33, -0.08, 0.19], [-0.01, 0.23, -0.28], [-0.02, -0.08, -0.10], [-1.14, 0.37, 0.62], [0.21, 0.05, 0.17], [0.25, -0.11, -0.20], [0.25, -0.19, -0.31], [-0.61, -1.44, -0.90], [0.75, 1.34, 0.86], [0.76, -1.76, 0.50], [-0.08, 0.22, 0.05], [-0.06, -0.02, -0.36], [-0.17, 0.02, -0.23], [0.10, 0.12, 0.00], [0.08, 0.11, -0.06], [-0.09, -0.01, -0.02], [0.03, -0.29, 0.13], [-0.11, 0.06, -0.10], [0.33, 0.11, 0.01], [-0.12, -0.13, -0.06], [-0.14, 0.00, 0.10], [0.09, -0.09, 0.00], [0.10, -0.12, 0.15], [0.13, 0.22, 0.06], [0.14, 0.02, 0.15], [-0.03, 0.10, 0.08], [-0.05, -0.33, -0.08], [0.11, 0.31, -0.04], [-0.06, -0.11, 0.06], [0.00, 0.04, -0.01], [-0.02, -0.05, -0.06], [0.03, 0.00, -0.03], [-0.02, 0.04, 0.01], [0.01, 0.03, 0.03], [0.03, 0.04, -0.01], [0.00, -0.04, -0.02], [-0.04, -0.02, 0.00], [-0.03, -0.05, 0.01], [0.02, -0.03, 0.00], [0.03, 0.03, -0.02], [-0.01, -0.08, -0.06], [-0.07, 0.09, 0.16], [0.07, -0.19, -0.37], [0.01, 0.28, 0.23], [-0.02, -0.14, -0.05], [-0.01, 0.04, 0.03], [0.01, 0.00, -0.04], [-0.02, 0.03, 0.00], [0.00, 0.02, 0.06], [0.01, -0.01, 0.05], [0.01, 0.03, 0.02], [0.01, -0.01, -0.05], [-0.03, -0.03, -0.02], [-0.01, -0.05, -0.03], [0.02, -0.01, -0.02], [0.01, 0.04, 0.01], [0.00, -0.08, 0.09], [-0.09, 0.07, -0.09], [0.23, -0.21, 0.09], [-0.24, 0.22, 0.04], [0.09, -0.09, -0.06], [-0.02, 0.04, 0.00], [0.04, -0.05, 0.05], [0.00, 0.04, 0.01], [-0.03, 0.04, -0.05], [-0.04, 0.00, -0.02], [-0.03, 0.03, 0.02], [0.03, -0.02, 0.02], [0.04, -0.01, -0.02], [0.05, -0.03, -0.02], [0.00, -0.03, 0.01], [-0.03, 0.02, 0.02]],
  "lowdin_charge": [-0.038, -0.252, 0.938, -0.331, -0.218, -0.167, -0.203, -0.141, -0.265, -0.072, -0.252, -0.879, 0.006, 0.886, -0.505, 0.042, 0.046, -0.561, 0.089, 0.142, 0.167, 0.015, 0.068, 0.083, 0.093, 0.088, 0.103, 0.120, 0.126, 0.124, 0.123, 0.116, 0.109, 0.071, 0.070, 0.075, 0.109, 0.084, -0.102, -0.193, -0.203, -0.206, -0.188, -0.112, 0.094, 0.090, 0.055, 0.127, 0.126, 0.125, 0.126, 0.088, 0.083, 0.088, -0.112, -0.197, -0.203, -0.205, -0.189, -0.113, 0.088, 0.084, 0.088, 0.127, 0.123, 0.125, 0.127, 0.088, 0.084, 0.088, -0.114, -0.188, -0.208, -0.207, -0.189, -0.114, 0.069, 0.088, 0.093, 0.127, 0.125, 0.125, 0.125, 0.088, 0.083, 0.088],
  "total_charge": 0,
  "homo_energy_ev": -8.727,
  "gap_ev": 8.10,
  "smiles": "C=C[PH](COCCOCC)(CC(=O)I)C(F)(F)C(F)(F)F.COCCOC.COCCOC.COCCOC",
  "lumo_energy_ev": -0.62
}

# 2
{
  "formula": "C6H10N3S",
  "method": "the ωB97M-V functional and the def2-TZVPD basis",
  "symbols": ["C", "N", "C", "N", "C", "C", "C", "S", "C", "N", "H", "H", "H", "H", "H", "H", "H", "H", "H", "H"],
  "positions_angstrom": [[3.376, 0.874, -0.828], [1.889, 0.796, -0.730], [1.061, 0.238, 0.142], [-0.133, 0.691, -0.102], [-1.377, 0.436, 0.571], [-1.396, -0.914, 1.193], [-2.504, -1.650, 0.912], [-2.519, -3.448, 1.257], [-0.052, 1.411, -1.224], [1.215, 1.506, -1.602], [3.839, -0.035, -1.011], [3.569, 1.258, -1.837], [3.676, 1.541, 0.017], [1.330, -0.341, 1.062], [-2.145, 0.491, -0.218], [-1.372, 1.307, 1.217], [-0.516, -1.142, 1.787], [-3.200, -1.190, 0.253], [-3.753, -3.776, 0.747], [-0.988, 1.947, -1.605]],
  "atomic_forces_ev_per_a": [[-1.30, 2.05, -0.13], [0.94, -0.93, 0.05], [2.36, -0.92, 2.75], [-0.32, -0.76, -1.51], [-0.48, 0.37, 0.15], [-1.62, -0.08, -0.26], [2.76, -1.73, 0.70], [-0.91, 1.43, -0.37], [-0.43, 2.03, -1.27], [-2.11, 1.07, -1.10], [0.69, -2.26, 1.12], [-0.32, 1.02, 0.54], [0.42, -0.89, -0.99], [-0.08, 0.58, -1.39], [0.16, 0.30, 0.63], [-1.03, -0.05, 0.70], [-0.50, -0.65, 0.16], [-0.89, -0.15, -0.24], [0.73, 0.48, 0.32], [1.95, -0.90, 0.15]],
  "lowdin_charge": [0.059, -0.122, -0.005, -0.052, -0.138, -0.175, -0.430, 0.744, -0.046, 0.147, 0.072, 0.108, 0.128, 0.190, 0.136, 0.147, 0.099, 0.064, -0.112, 0.188],
  "total_charge": 1,
  "homo_energy_ev": -12.149,
  "gap_ev": 8.97,
  "smiles": "Cn1c[n+](C/C=C/S)cn1",
  "lumo_energy_ev": -3.18,
  "e_above_lowest_kcal_mol": 43.23
}

# 3
{
  "formula": "C4H4O2",
  "method": "the ωB97M-V functional and the def2-TZVPD basis",
  "symbols": ["O", "C", "C", "C", "O", "C", "H", "H", "H", "H"],
  "positions_angstrom": [[0.248, 1.501, 0.334], [0.847, 0.790, 1.252], [-0.609, 0.753, -0.587], [-0.150, -0.664, -0.417], [1.252, -0.823, -0.424], [0.594, -0.656, 0.846], [-1.620, 0.853, -0.186], [-0.549, 1.213, -1.572], [-0.731, -1.505, -0.785], [0.638, -1.480, 1.550]],
  "atomic_forces_ev_per_a": [[0.06, -0.03, 0.43], [-0.17, -0.07, -0.34], [-0.13, -0.08, -0.09], [-0.28, 0.09, -0.01], [0.07, -0.01, -0.16], [0.17, -0.07, 0.31], [-0.05, 0.01, -0.26], [0.22, -0.10, 0.08], [-0.02, 0.14, 0.18], [0.13, 0.12, -0.15]],
  "lowdin_charge": [-0.073, 0.054, -0.079, -0.240, 0.013, -0.233, 0.134, 0.133, 0.154, 0.137],
  "total_charge": 0,
  "homo_energy_ev": -8.813,
  "gap_ev": 9.29,
  "lumo_energy_ev": 0.47,
  "e_above_lowest_kcal_mol": 82.06
}

# 4
{
  "formula": "CHF3O",
  "method": "the ωB97M-V functional and the def2-TZVPD basis",
  "symbols": ["C", "O", "F", "F", "F", "H"],
  "positions_angstrom": [[-0.198, 0.096, -0.365], [-0.580, 0.679, 0.714], [1.724, -0.254, 0.092], [-0.101, 0.623, -1.481], [-0.518, -1.131, -0.487], [-0.326, -0.014, 1.526]],
  "atomic_forces_ev_per_a": [[3.78, -2.42, 2.48], [0.73, -1.44, 2.45], [-3.15, 0.64, -0.66], [-0.09, 2.24, -1.27], [-0.50, -1.58, 0.02], [-0.77, 2.57, -3.02]],
  "lowdin_charge": [-0.618, 0.183, -0.377, 0.314, 0.230, 0.269],
  "total_charge": 0,
  "homo_energy_ev": -11.218,
  "gap_ev": 11.22,
  "lumo_energy_ev": 0.00,
  "e_above_lowest_kcal_mol": 58.79
}